[1]
C31H37CoN7O2SSbSe | wB97M-V/def2-TZVPD

Geometry (Å):
1 Co -0.81358 -0.65879 0.11713
2 O -4.51237 -0.47248 -3.04804
3 C -3.97796 -1.64319 -3.51437
4 C -4.73597 -2.48544 -4.31548
5 C -4.17736 -3.61987 -4.87442
6 C -2.83210 -3.90095 -4.67669
7 C -2.07492 -3.07152 -3.87920
8 C -2.62977 -1.93886 -3.25588
9 C -1.77282 -1.25798 -2.27261
10 O -2.22659 -0.72577 -1.16854
11 N -0.44695 -1.36448 -2.44805
12 N 0.17209 -1.10903 -1.32753
13 C 1.52575 -1.23439 -1.13313
14 C 1.84938 -1.35499 0.21538
15 C 3.12066 -1.73466 0.69829
16 C 3.25451 -2.11346 2.00822
17 C 2.12147 -2.10575 2.83346
18 C 0.91618 -1.65269 2.33166
19 N 0.75838 -1.23455 1.07542
20 H -5.46164 -0.44941 -3.22187
21 H -5.77403 -2.23803 -4.50763
22 H -4.79035 -4.27081 -5.48230
23 H -2.38789 -4.77546 -5.13004
24 H -1.03228 -3.28700 -3.69925
25 H 2.21961 -1.37162 -1.95140
26 H 3.95311 -1.77568 0.00976
27 H 4.21004 -2.44575 2.38846
28 H 2.17807 -2.46799 3.84961
29 H 0.03456 -1.63596 2.95971
30 C 4.19408 1.69461 5.17736
31 C 3.89247 2.69597 4.07386
32 Sb 2.53722 1.89967 2.55345
33 C 0.75810 1.68042 3.84922
34 C 0.14148 2.95608 4.40795
35 C 2.33694 3.73004 1.34467
36 C 1.55562 4.87267 1.98132
37 H 4.80928 2.16511 5.94594
38 H 4.74719 0.83586 4.79398
39 H 3.28409 1.33463 5.66074
40 H 4.79856 3.00847 3.55626
41 H 3.39386 3.58659 4.46108
42 H 1.12289 1.04498 4.65882
43 H 0.03359 1.11446 3.26495
44 H 0.88782 3.59414 4.87978
45 H -0.60062 2.70606 5.17289
46 H -0.36038 3.52939 3.62928
47 H 1.88489 3.42353 0.40210
48 H 3.37133 4.02394 1.16193
49 H 0.49436 4.63493 2.04364
50 H 1.65766 5.77601 1.37347
51 H 1.92228 5.10803 2.98023
52 S -0.58955 1.91144 0.44084
53 C -1.85669 1.33505 1.38766
54 N -2.75793 2.15566 1.99576
55 C -3.85327 1.66181 2.62096
56 C -4.00406 0.31000 2.72083
57 C -3.01993 -0.50992 2.16587
58 N -1.97659 -0.00558 1.51425
59 H -2.64004 3.15404 1.88674
60 H -4.54968 2.37891 3.03123
61 H -4.85908 -0.11946 3.21931
62 H -3.05489 -1.58750 2.25787
63 C -2.25684 4.48007 -1.79413
64 N -2.08630 3.39098 -2.73526
65 C -2.68285 2.19051 -2.68041
66 Se -3.83861 1.61144 -1.35888
67 N -2.30106 1.47675 -3.74814
68 C -1.41317 2.21462 -4.51536
69 C -0.73834 1.93657 -5.69500
70 C 0.08242 2.93228 -6.18853
71 C 0.23525 4.15679 -5.52665
72 C -0.43957 4.43571 -4.35382
73 C -1.27447 3.44073 -3.86393
74 H -3.08317 4.25227 -1.12487
75 H -2.48542 5.39895 -2.33149
76 H -1.34818 4.61653 -1.20873
77 H -2.60675 0.53284 -3.93274
78 H -0.86001 0.99289 -6.20872
79 H 0.62157 2.76541 -7.11037
80 H 0.89821 4.90219 -5.94266
81 H -0.32639 5.38341 -3.84564

Output
2S+1	5
Kohn-Sham gap (spin up / spin down)	0.1901 / 0.1471	Ha
E_tot	-167603.2595	eV
HOMO level (spin up / spin down)	-0.4195 / -0.4339	hartree
total charge	+2
maximum force	1.74	eV/A

Atomic charges from the Löwdin analysis, expressed in e, are listed below: 0.4632, -0.0642, -0.2538, -0.0014, -0.0379, -0.0528, -0.0073, -0.0965, -0.3794, -0.1622, 0.1381, -0.1160, 0.0167, -0.2541, -0.0019, -0.0438, -0.0328, -0.1185, 0.0204, 0.1197, 0.1273, 0.1223, 0.1173, 0.1155, 0.1375, 0.1301, 0.1242, 0.1196, 0.1172, -0.2020, -0.4502, 1.3559, -0.4443, -0.1863, -0.4619, -0.1984, 0.0737, 0.0619, 0.0517, 0.0473, 0.0381, 0.0352, -0.0195, 0.0656, 0.0692, 0.0320, -0.0088, 0.0436, 0.0289, 0.0700, 0.0625, 0.7550, -0.8229, 0.1078, -0.0063, -0.0013, -0.0167, -0.0209, 0.1613, 0.1519, 0.1277, 0.1450, -0.0095, -0.0523, -0.6081, 1.0795, 0.1675, -0.1510, 0.0157, -0.0481, -0.0464, 0.0151, -0.1421, 0.0610, 0.1132, 0.0933, 0.1352, 0.1250, 0.1193, 0.1195, 0.1222

---

[2]
C31H37F6LiN6O8S2Se2Si | wB97M-V/def2-TZVPD

Geometry (Å):
1 Li 0.01470 -1.58263 -0.46959
2 Se 3.39184 -0.37810 6.58188
3 N 3.91347 -0.14693 4.88131
4 C 2.94418 -0.56055 4.11442
5 C 2.99721 -0.55048 2.65069
6 C 4.12131 -0.13697 1.94436
7 C 4.10095 -0.19986 0.57044
8 C 2.95030 -0.67357 -0.05943
9 N 1.87429 -1.06070 0.60091
10 C 1.88890 -1.00594 1.93534
11 C 0.67175 -1.48984 2.63282
12 N -0.33735 -1.85975 1.85264
13 C -1.42655 -2.34088 2.42534
14 C -1.57572 -2.44959 3.80827
15 C -0.54543 -2.03269 4.61976
16 C 0.61157 -1.54157 4.02343
17 C 1.75950 -1.06769 4.79778
18 N 1.80014 -1.05105 6.10045
19 H 4.98931 0.21743 2.48627
20 H 4.95281 0.11018 -0.01918
21 H 2.88848 -0.76067 -1.13699
22 H -2.20973 -2.64902 1.74654
23 H -2.48956 -2.85269 4.22248
24 H -0.60696 -2.08661 5.69897
25 F -4.23505 -1.14330 -1.11034
26 C -3.93881 -2.24643 -1.79910
27 F -4.59731 -2.19308 -2.96092
28 F -4.42021 -3.29107 -1.11007
29 S -2.12832 -2.44680 -2.03880
30 O -1.61797 -2.41014 -0.66876
31 O -2.00476 -3.70787 -2.71539
32 N -1.84201 -1.16444 -2.87487
33 S -0.31435 -0.54212 -2.88850
34 O 0.71005 -1.31584 -2.13877
35 O -0.10557 0.78097 -3.46297
36 C 0.07687 -1.40031 -4.51671
37 F 1.25802 -0.96030 -5.00706
38 F -0.84433 -1.14322 -5.46864
39 F 0.17853 -2.73123 -4.42037
40 Se 1.67946 -4.64704 1.77315
41 C 2.71989 -5.76961 0.67799
42 C 4.02817 -6.16532 1.00263
43 C 4.73949 -7.00339 0.16728
44 N 4.28415 -7.50024 -0.98655
45 C 3.04389 -7.11318 -1.30662
46 C 2.24922 -6.28222 -0.54152
47 H 4.47532 -5.80916 1.92319
48 H 5.74921 -7.29789 0.44278
49 H 2.65827 -7.49358 -2.24726
50 H 1.26057 -6.00981 -0.88759
51 C 2.00055 2.47889 -1.83646
52 C 1.45020 3.22460 -0.62862
53 C 2.46222 3.23489 0.51087
54 C 1.06595 4.65306 -1.01060
55 O 0.30394 2.56988 -0.12040
56 Si -1.00954 1.83269 -0.78344
57 O -0.75394 0.29546 -1.15550
58 O -2.16107 1.88391 0.40955
59 C -2.13170 2.23249 1.77573
60 C -1.03507 1.46661 2.50615
61 C -3.49501 1.83343 2.33236
62 C -1.92483 3.73879 1.90815
63 O -1.51367 2.86452 -1.94778
64 C -2.71570 2.99441 -2.69862
65 C -2.32763 3.05507 -4.17062
66 C -3.35898 4.30667 -2.25642
67 C -3.66543 1.83007 -2.44206
68 H 2.87758 2.99943 -2.23258
69 H 1.25251 2.39637 -2.62410
70 H 2.28950 1.46432 -1.55831
71 H 3.38308 3.74127 0.21228
72 H 2.70566 2.21280 0.80247
73 H 2.04284 3.74993 1.37688
74 H 1.92892 5.19337 -1.40797
75 H 0.69094 5.18627 -0.13470
76 H 0.27914 4.63655 -1.76399
77 H -1.20599 0.39759 2.39289
78 H -1.04043 1.71287 3.57140
79 H -0.05500 1.70676 2.09401
80 H -3.64454 0.76181 2.20586
81 H -4.28526 2.35473 1.79001
82 H -3.57183 2.07950 3.39366
83 H -0.94344 4.02126 1.52822
84 H -2.00382 4.04656 2.95368
85 H -2.68312 4.26606 1.32762
86 H -1.72709 3.94734 -4.36397
87 H -3.22092 3.09012 -4.79926
88 H -1.73808 2.17793 -4.43336
89 H -2.65139 5.12780 -2.38204
90 H -3.63607 4.24842 -1.20312
91 H -4.25465 4.51827 -2.84591
92 H -3.23469 0.88802 -2.78065
93 H -4.60455 1.99307 -2.97875
94 H -3.88138 1.74291 -1.37771

Output
Kohn-Sham gap	0.1787	Ha
E_tot	-234828.8900	eV
HOMO level	-0.0599	hartree
total charge	-2
maximum force	1.28	eV/A

Atomic charges from the Löwdin analysis, expressed in e, are listed below: 0.5514, 1.0220, -0.2399, -0.3181, -0.0930, -0.0118, -0.0466, -0.1100, 0.1234, -0.1668, -0.2291, 0.0995, -0.1125, -0.0364, -0.0038, -0.1042, -0.3175, -0.2384, 0.1119, 0.1056, 0.1076, 0.1104, 0.1008, 0.1110, 0.1296, -0.6738, 0.1228, 0.1164, 0.5913, -0.3830, -0.2718, -0.2932, 0.6356, -0.4104, -0.3193, -0.6556, 0.0859, 0.0872, 0.1065, 0.4610, -0.7785, -0.1665, -0.2164, 0.0004, -0.2010, -0.1490, 0.0733, 0.0802, 0.0859, 0.0866, -0.0108, -0.6394, -0.0226, -0.0280, -0.1013, 0.0856, -0.3267, -0.0911, -0.6484, -0.0145, -0.0310, -0.0242, -0.0946, -0.6347, -0.0256, -0.0329, -0.0280, 0.0878, 0.0719, 0.0738, 0.0832, 0.0654, 0.0823, 0.0793, 0.0783, 0.0753, 0.0697, 0.0906, 0.0790, 0.0841, 0.0812, 0.0784, 0.0698, 0.0795, 0.0798, 0.0820, 0.0806, 0.0710, 0.0789, 0.0756, 0.0782, 0.0679, 0.0883, 0.0770

---

Question: Which value of total charge does entry 1 give?
Answer: +2

---

Question: What is the formula in the second record?
Answer: C31H37F6LiN6O8S2Se2Si

---

Question: Among the records above, which one has the lowest E_tot?
Answer: C31H37F6LiN6O8S2Se2Si

---

Question: Among the records above, which one has the lowest maximum force?
Answer: C31H37F6LiN6O8S2Se2Si